No. 1
2 unconnected molecules or ions with the total composition C6H14Si. Source: the Open Molecules 2025 dataset; level of theory: ωB97M-V/def2-TZVPD.

Properties
E_tot: -526.352422 Eh
relative energy (zero: lowest compared OMol25 entry of this formula, charge and spin): 3.792 eV
maximum force: 4.8 eV Å⁻¹

Geometry as XYZ:
```
21
Properties=species:S:1:pos:R:3:mulliken_charge:R:1
C -1.73 -1.33 1.35 -1.1613
C -1.33 -0.79 0.23 0.7508
C -2.13 -1.00 -1.05 -1.2480
C -0.34 0.24 -0.10 -0.8519
Si -1.05 2.02 0.15 0.4073
H -1.08 -1.11 2.17 0.2968
H -2.53 -1.91 1.31 0.4151
H -3.19 -1.14 -0.98 0.4136
H -1.96 -0.04 -1.63 0.2958
H -1.82 -2.05 -1.56 0.2266
H 0.45 0.04 0.64 0.2059
H -0.02 0.18 -1.06 0.5808
H -1.82 2.22 1.36 -0.1107
H -1.54 2.63 -1.11 -0.0911
H 0.25 2.68 0.58 -0.1343
C 3.44 0.22 0.51 -0.4949
C 3.18 -0.44 -0.65 -0.5946
H 3.29 -0.07 1.56 0.2649
H 3.94 1.12 0.55 0.2428
H 2.81 -1.41 -0.69 0.2738
H 3.19 -0.05 -1.58 0.3128
```

***

No. 2
A molecular structure, C6H15AlINO4P2. Source: the Open Molecules 2025 dataset; level of theory: ωB97M-V/def2-TZVPD.

Properties
net charge: +2
E_tot: -1815.422294 Eh
maximum force: 5.1 eV Å⁻¹

Geometry as XYZ:
```
30
Properties=species:S:1:pos:R:3:mulliken_charge:R:1
C 0.93 1.93 1.88 -0.8754
C 2.06 1.63 0.82 -0.2910
O 1.65 1.94 -0.53 -0.3401
P 0.96 0.68 -1.35 0.8459
O 2.02 0.11 -2.30 -0.6411
C 0.48 -0.78 -0.27 -0.6206
C -0.23 -1.94 -1.13 -0.3471
N 0.43 -3.21 -1.07 -0.1664
P 0.09 -4.15 0.39 0.4037
O 0.37 -3.20 1.78 -0.4620
I -2.34 -4.58 0.58 0.2994
O -0.34 1.10 -2.27 -0.3120
C -1.10 2.21 -1.74 -0.3320
C -2.26 1.76 -0.77 -0.8399
H 0.13 1.15 1.89 0.2137
H 0.47 2.92 1.69 0.2758
H 1.42 1.93 2.87 0.3880
H 2.51 0.62 0.95 0.2835
H 2.87 2.35 1.06 0.3699
H 1.43 -1.21 0.12 0.5229
H -0.16 -0.54 0.60 0.3775
H -0.18 -1.62 -2.21 0.3689
H -1.31 -2.03 -0.86 0.2614
H 1.31 -3.26 2.03 0.3854
H -1.61 2.67 -2.61 0.3258
H -0.49 3.01 -1.28 0.3512
H -1.95 0.98 -0.05 0.1803
H -2.66 2.64 -0.22 0.3307
H -3.10 1.42 -1.41 0.3161
Al -1.40 -4.53 3.37 0.7274
```

***

No. 3
A gas-phase ion, C6H15BrNOS2 (charge +1). Source: the Open Molecules 2025 dataset; level of theory: ωB97M-V/def2-TZVPD.

Properties
net charge: +1
E_tot: -3737.691603 Eh
relative energy (zero: lowest compared OMol25 entry of this formula, charge and spin): 0.000 eV
maximum force: 4.2 eV Å⁻¹

Geometry as XYZ:
```
26
Properties=species:S:1:pos:R:3:mulliken_charge:R:1
C 1.75 0.02 -1.95 -0.8065
C 2.13 -0.38 0.38 -1.0490
C 0.33 -1.67 -0.85 -1.1624
C -0.74 0.46 1.04 -0.1997
C -0.07 0.71 -0.37 -0.2397
C -1.71 1.52 1.52 -0.8717
N 1.06 -0.34 -0.65 0.0844
O -0.90 0.71 -1.45 -0.4903
S -3.75 -0.19 0.16 -0.1770
S -3.40 0.80 1.76 0.1946
Br -2.60 -0.81 3.40 -0.1639
H 1.16 0.61 -2.68 0.3026
H 2.69 0.44 -1.73 0.3969
H 1.95 -0.89 -2.38 0.4109
H 2.48 0.63 0.52 0.4515
H 1.77 -0.66 1.38 0.3491
H 2.86 -1.07 0.03 0.4503
H 1.04 -2.38 -1.13 0.4696
H -0.12 -2.01 0.07 0.3695
H -0.46 -1.50 -1.43 0.5841
H -1.21 -0.48 1.08 0.5543
H 0.19 0.47 1.75 0.0830
H 0.62 1.66 -0.42 0.3857
H -1.73 0.15 -1.36 0.2478
H -1.89 2.35 0.75 0.3995
H -1.44 1.84 2.56 0.4263
```

***

No. 4
3 unconnected molecules or ions with the total composition C6H15ClNS2. Source: the Open Molecules 2025 dataset; level of theory: ωB97M-V/def2-TZVPD.

Properties
net charge: +1
E_tot: -1548.537512 Eh
relative energy (zero: lowest compared OMol25 entry of this formula, charge and spin): 2.273 eV
maximum force: 4.0 eV Å⁻¹

Geometry as XYZ:
```
25
Properties=species:S:1:pos:R:3:mulliken_charge:R:1
C -1.89 0.95 -1.27 -0.7437
C -2.25 0.49 0.19 -0.7256
C -1.40 -0.74 0.64 -0.6400
C 0.12 -0.59 0.70 -0.0300
C 0.68 0.71 0.86 -0.2514
C 2.15 0.55 -1.64 0.0537
N 1.72 0.94 1.61 -0.1169
S 3.59 1.35 -1.90 -0.0953
S 4.04 -1.15 2.28 -0.4326
Cl 1.45 -0.34 -2.84 -0.0482
H -1.96 0.15 -2.08 0.2341
H -2.51 1.75 -1.70 0.3478
H -0.88 1.37 -1.18 0.1530
H -3.27 0.11 0.12 0.3850
H -2.39 1.37 0.87 0.2918
H -1.90 -1.01 1.49 0.3752
H -1.67 -1.56 -0.09 0.3187
H 0.47 -1.47 1.32 0.3079
H 0.26 -0.74 -0.35 0.0953
H 0.28 1.34 0.15 0.5970
H 2.26 0.11 2.02 0.0235
H 3.40 -2.31 2.61 0.1929
H 2.29 1.74 1.49 0.3284
H 3.79 1.57 -3.20 0.1631
H 5.08 -1.59 2.98 0.2162
```

***

No. 5
A molecular structure, C6H15F6KN3O16PS6. Source: the Open Molecules 2025 dataset; level of theory: ωB97M-V/def2-TZVPD.

Properties
net charge: -2
E_tot: -5535.611670 Eh
relative energy (zero: lowest compared OMol25 entry of this formula, charge and spin): 1.137 eV
maximum force: 5.6 eV Å⁻¹

Geometry as XYZ:
```
54
Properties=species:S:1:pos:R:3:mulliken_charge:R:1
K 2.68 -0.32 0.04 0.9844
N 0.75 3.40 -3.03 -0.4200
S 0.45 2.48 -4.27 1.0147
O -0.91 2.52 -4.71 -0.6309
O 1.19 1.26 -4.37 -0.4983
F 1.26 3.34 -5.39 -0.3285
S 0.20 2.42 -1.84 1.1061
O 1.26 1.79 -1.11 -0.4269
O -1.07 1.78 -1.86 -0.4623
F 0.00 3.69 -0.86 -0.3505
N 3.06 -2.74 -1.44 -0.2458
S 2.07 -4.06 -1.35 1.0703
O 2.64 -5.21 -1.98 -0.6353
O 0.67 -3.87 -1.41 -0.4668
F 2.35 -4.42 0.18 -0.3052
S 2.79 -2.36 -2.96 1.0721
O 1.61 -1.64 -3.29 -0.4471
O 3.39 -3.21 -3.93 -0.6362
F 3.90 -1.16 -2.92 -0.3348
N 3.42 3.87 3.22 -0.4219
S 2.63 4.75 2.04 1.1268
O 1.31 5.20 2.34 -0.5392
O 3.01 4.50 0.70 -0.5253
F 3.44 6.10 2.41 -0.3358
S 2.46 2.63 3.22 0.9626
O 2.38 1.73 2.11 -0.3093
O 1.23 2.81 3.95 -0.5866
F 3.24 1.75 4.33 -0.3643
C -1.31 2.37 1.61 -0.7127
C -1.95 1.11 2.14 -0.3547
O -2.14 0.16 1.06 -0.1852
P -1.32 -1.19 1.10 0.5741
O 0.13 -1.02 1.09 -0.3407
O -1.92 -1.90 2.39 -0.3725
C -2.65 -3.14 2.32 -0.1930
C -1.71 -4.32 2.19 -0.8816
O -1.90 -2.04 -0.09 -0.3232
C -1.85 -1.45 -1.42 -0.1058
C -3.13 -0.79 -1.82 -1.2390
H -1.36 3.15 2.38 0.4849
H -0.25 2.27 1.38 -0.1682
H -1.83 2.74 0.73 0.2711
H -1.26 0.70 2.88 0.3689
H -2.95 1.30 2.52 0.2263
H -3.26 -3.16 3.23 0.3142
H -3.30 -3.06 1.45 0.2296
H -2.27 -5.13 1.71 0.3236
H -0.87 -4.12 1.53 0.1953
H -1.40 -4.73 3.15 0.3170
H -1.04 -0.72 -1.42 0.1269
H -1.49 -2.24 -2.08 0.4059
H -3.44 -0.01 -1.14 0.2067
H -3.02 -0.31 -2.80 0.4078
H -3.95 -1.52 -1.93 0.3585
```

***

No. 6
2 unconnected molecules or ions with the total composition C6H15FN. Source: the Open Molecules 2025 dataset; level of theory: ωB97M-V/def2-TZVPD.

Properties
net charge: +1
E_tot: -391.862689 Eh
relative energy (zero: lowest compared OMol25 entry of this formula, charge and spin): 2.372 eV
maximum force: 6.1 eV Å⁻¹

Geometry as XYZ:
```
23
Properties=species:S:1:pos:R:3:mulliken_charge:R:1
C 0.57 3.23 0.03 -1.2358
C -1.41 -1.74 0.10 -0.9596
C 0.21 -1.08 -1.61 -0.8774
C 0.99 -1.44 0.64 -0.8733
C -0.59 0.39 0.10 -0.9943
C 0.93 1.86 -0.24 0.5168
N -0.16 -0.94 -0.20 -0.0114
F 1.93 1.41 0.58 -0.2545
H 1.55 3.81 -0.06 0.3270
H 0.24 3.42 1.01 0.3775
H -0.17 3.77 -0.58 0.3653
H -1.38 -1.78 1.19 0.4450
H -2.30 -1.35 -0.31 0.3734
H -1.13 -2.76 -0.26 0.3971
H 1.12 -0.44 -1.76 0.3555
H 0.42 -2.08 -1.93 0.3988
H -0.44 -0.68 -2.32 0.4126
H 1.92 -0.96 0.40 0.3967
H 0.92 -1.14 1.66 0.3976
H 0.85 -2.48 0.64 0.3933
H -0.78 0.72 1.09 0.4803
H -1.48 0.63 -0.55 0.3863
H 1.33 1.43 -1.16 0.1833
```

***

No. 7
2 unconnected molecules or ions with the total composition C6H15FNO2P. Source: the Open Molecules 2025 dataset; level of theory: ωB97M-V/def2-TZVPD.

Properties
E_tot: -883.931799 Eh
relative energy (zero: lowest compared OMol25 entry of this formula, charge and spin): 4.282 eV
maximum force: 1.6 eV Å⁻¹

Geometry as XYZ:
```
26
Properties=species:S:1:pos:R:3:mulliken_charge:R:1
C -3.08 -1.56 -1.45 -1.2992
C -1.57 -1.56 -1.60 -0.0035
N -0.96 -2.44 -0.56 -0.3825
P 0.53 -1.98 0.02 0.1447
C 0.54 -0.69 1.23 -0.4182
C 0.52 0.74 0.65 -0.8433
O 1.60 1.36 1.25 -0.2463
C 2.47 2.15 0.58 0.5345
C 1.89 3.49 0.21 -0.8393
O 3.59 1.80 0.37 -0.5760
H -3.53 -0.78 -2.06 0.3589
H -3.38 -1.43 -0.40 0.3968
H -3.48 -2.52 -1.77 0.3227
H -1.20 -0.53 -1.52 0.1808
H -1.32 -1.98 -2.57 0.2714
H -1.58 -2.51 0.24 0.3533
H 1.33 -1.68 -1.07 0.1928
H 1.07 -3.12 0.60 0.1303
H -0.33 -0.85 1.88 0.3814
H 1.45 -0.79 1.82 0.3971
H 0.57 0.79 -0.45 0.6505
H -0.39 1.21 1.03 0.2642
H 1.56 3.98 1.12 0.3018
H 2.63 4.09 -0.32 0.3149
H 1.00 3.35 -0.41 0.2782
F 0.06 1.43 3.17 -0.8661
```

***

No. 8
A molecular structure, C6H15HfNO14S3. Source: the Open Molecules 2025 dataset; level of theory: ωB97M-V/def2-TZVPD.

Properties
net charge: -2
E_tot: -2588.521912 Eh
relative energy (zero: lowest compared OMol25 entry of this formula, charge and spin): 3.967 eV
maximum force: 7.2 eV Å⁻¹

Geometry as XYZ:
```
40
Properties=species:S:1:pos:R:3:mulliken_charge:R:1
Hf -0.62 -0.09 -0.09 2.4483
S 0.31 -2.76 -1.11 0.9977
O 0.39 -2.14 0.21 -0.6785
O 1.61 -2.97 -1.64 -0.6984
O -0.59 -3.89 -1.09 -0.7018
O -0.42 -1.60 -1.68 -0.6001
S -1.79 2.57 0.71 0.9190
O -3.17 2.76 0.22 -0.6665
O -0.84 2.18 -0.33 -0.6474
O -1.33 3.61 1.62 -0.7378
O -1.69 1.27 1.30 -0.5585
S -3.50 -0.94 -0.31 1.0473
O -3.87 -2.19 -0.94 -0.7209
O -2.44 -1.11 0.67 -0.5375
O -2.61 -0.18 -1.20 -0.6941
O -4.62 -0.17 0.13 -0.6750
C -0.41 -1.81 2.95 -1.0185
O -0.11 -0.66 2.19 0.0961
C 1.01 0.10 2.58 -0.8590
C 2.16 0.08 1.47 -0.6100
N 1.53 0.84 0.42 -0.2503
C 2.44 0.75 -0.78 -0.7854
C 1.86 1.34 -2.04 -0.6423
O 0.56 0.73 -2.20 0.1106
C -0.17 0.99 -3.37 -0.8495
H -0.52 -2.71 2.34 0.2038
H -1.40 -1.68 3.38 0.2905
H 0.20 -2.07 3.82 0.4682
H 1.40 -0.25 3.54 0.6343
H 0.74 1.14 2.78 0.3100
H 2.45 -0.92 1.17 0.3359
H 2.93 0.68 1.96 0.5196
H 1.78 1.79 0.68 0.2423
H 2.61 -0.32 -0.86 0.2981
H 3.39 1.29 -0.67 0.4385
H 2.27 0.88 -2.95 0.4441
H 1.67 2.41 -2.01 0.3073
H -0.52 2.01 -3.54 0.2677
H -1.06 0.41 -3.11 0.2475
H 0.39 0.64 -4.24 0.3048
```

***

No. 9
A molecular structure, C6H15N. Source: the Open Molecules 2025 dataset; level of theory: ωB97M-V/def2-TZVPD.

Properties
net charge: -1
E_tot: -292.122875 Eh
relative energy (zero: lowest compared OMol25 entry of this formula, charge and spin): 4.775 eV
maximum force: 2.7 eV Å⁻¹
spin multiplicity: 2

Geometry as XYZ:
```
22
Properties=species:S:1:pos:R:3:lowdin_spin:R:1
C 2.51 -0.77 0.40 0.2851
C 2.91 0.44 1.19 0.0423
C 1.40 -1.59 0.89 0.4766
N -0.67 0.45 0.56 0.0317
C -1.19 -0.36 -0.24 0.0053
C -2.08 0.22 -1.42 0.0003
C -3.15 1.18 -0.86 0.0008
H 1.35 -0.61 0.05 0.0371
H 3.02 -0.92 -0.55 0.0216
H 1.97 0.91 1.52 0.0055
H 3.57 0.25 2.04 0.0149
H 3.39 1.23 0.59 0.0008
H 1.17 -1.62 1.95 0.0357
H 1.02 -2.51 0.45 0.0355
H 0.93 1.28 -1.30 0.0032
H -1.17 -1.48 -0.16 0.0007
H 1.05 1.28 -2.05 0.0023
H -1.44 0.83 -2.07 0.0000
H -2.48 -0.52 -2.12 0.0003
H -3.51 2.11 -1.33 0.0000
H -2.67 1.52 0.08 0.0003
H -4.01 0.57 -0.53 0.0000
```